Entry 1:
{"formula": "H11O5S", "method": "ωB97M-V with the def2-TZVPD basis set", "species": ["S", "H", "H", "H", "O", "H", "H", "O", "H", "H", "O", "H", "H", "O", "H", "H", "O"], "coordinates": [[0.5555, 0.7507, 1.9102], [1.6379, 0.2412, 2.5099], [0.7021, -1.2529, -0.3651], [-0.1790, -0.3435, 0.3718], [-0.1896, -0.8974, -0.4821], [-2.8153, 0.4750, 1.0329], [-2.4243, -0.4018, 2.1773], [-3.2096, -0.0187, 1.7631], [1.9115, 2.0408, 0.4352], [3.0620, 2.9876, 0.2652], [2.3749, 2.5592, -0.2571], [1.1939, 1.0356, -2.5728], [0.9840, -0.4824, -2.5264], [1.0637, 0.2601, -3.1334], [-1.3361, -3.4935, -0.6956], [-1.0694, -2.1566, -1.3178], [-1.3009, -3.0908, -1.5706]], "atomic_forces_ev_per_a": [[-0.038, 0.485, 0.299], [-0.010, -0.220, -0.026], [-0.074, -0.162, -0.192], [-0.045, -0.253, -0.659], [0.386, 0.310, 0.649], [-0.130, -0.009, 0.060], [-0.017, 0.095, 0.083], [0.243, -0.040, -0.120], [-0.380, -0.169, -0.168], [0.020, 0.075, -0.217], [0.204, 0.006, 0.350], [-0.025, -0.227, 0.121], [-0.233, 0.227, 0.152], [0.214, 0.129, -0.283], [-0.058, -0.115, -0.147], [-0.134, -0.719, -0.229], [0.076, 0.586, 0.327]], "de_lowest_kcal_mol": 20.4, "homo_ev": -4.485, "total_energy_ev": -21253.5882, "total_charge": -1, "lumo_ev": 3.6}

***

Entry 2:
{"formula": "H11O6", "method": "ωB97M-V with the def2-TZVPD basis set", "species": ["O", "H", "O", "H", "H", "O", "H", "H", "O", "H", "H", "O", "H", "H", "O", "H", "H"], "coordinates": [[-0.9597, -0.1236, 1.4329], [-0.5083, -0.3181, 2.2535], [-0.9419, -2.6776, 0.4000], [-0.1613, -2.6518, -0.1649], [-1.0203, -1.7530, 0.7595], [-1.8879, 1.6564, -0.0831], [-2.5720, 1.9718, 0.4780], [-1.5096, 0.8871, 0.5006], [1.6927, 0.3820, 0.4758], [0.8919, -0.0613, 0.8160], [1.3254, 1.1073, -0.0463], [0.2888, 2.7857, -1.1599], [0.1418, 2.7634, -2.1119], [-0.5232, 2.3322, -0.8203], [1.8361, -2.0707, -1.0323], [2.4509, -2.6130, -0.5370], [1.6155, -1.3440, -0.4361]], "atomic_forces_ev_per_a": [[0.313, -0.814, -0.426], [-0.145, 0.300, 0.284], [0.004, -0.045, 0.044], [-0.038, 0.017, -0.049], [-0.015, 0.068, 0.021], [0.732, -1.007, -0.471], [-0.843, 0.648, 0.556], [0.133, 0.429, 0.019], [0.262, -0.400, -0.145], [-0.652, 0.502, 0.317], [-0.004, 0.129, -0.075], [-0.169, -0.260, -0.294], [0.224, 0.024, 0.060], [0.001, 0.345, 0.348], [-0.166, -0.496, -0.304], [0.087, -0.056, 0.114], [0.276, 0.616, 0.000]], "de_lowest_kcal_mol": 8.9, "homo_ev": -5.163, "total_energy_ev": -12465.6730, "total_charge": -1, "lumo_ev": 4.0}

***

Entry 3:
{"formula": "H12MgO6", "method": "ωB97M-V with the def2-TZVPD basis set", "species": ["Mg", "O", "H", "H", "O", "H", "H", "O", "H", "H", "O", "H", "H", "O", "H", "H", "O", "H", "H"], "coordinates": [[-8.9929, 21.4844, -0.1750], [-10.9026, 21.7088, 0.2414], [-11.4171, 22.4172, -0.1456], [-11.2302, 21.6363, 1.1379], [-9.3138, 22.4884, -1.9492], [-10.2520, 22.6523, -2.0442], [-8.9068, 23.0194, -2.6338], [-8.8986, 20.6852, 1.5725], [-8.4574, 21.1742, 2.2672], [-9.4604, 20.0640, 2.0360], [-9.4189, 19.7878, -1.1622], [-10.3286, 19.4924, -1.1242], [-8.9172, 18.9958, -1.3548], [-7.1772, 21.0819, -0.6808], [-6.7636, 21.3563, -1.4993], [-6.7063, 20.2877, -0.4283], [-8.6089, 23.2013, 0.7295], [-7.9638, 23.9077, 0.7629], [-9.4182, 23.6000, 1.0492]], "atomic_forces_ev_per_a": [[-0.389, 0.478, -0.943], [0.052, -0.677, -0.592], [-0.827, 0.990, -0.614], [-0.391, -0.147, 1.164], [0.395, -0.224, -0.042], [-0.941, 0.191, -0.151], [0.401, 0.271, -0.250], [0.519, -0.770, 0.873], [0.355, 0.460, 0.418], [-0.411, -0.531, 0.081], [-0.278, -0.478, -0.074], [-0.678, -0.041, -0.020], [0.395, -0.263, -0.137], [1.153, -0.056, -0.139], [0.141, 0.318, -0.446], [0.246, -0.375, 0.383], [0.693, 0.245, 0.299], [0.535, 0.226, -0.142], [-0.969, 0.384, 0.333]], "de_lowest_kcal_mol": 2.7, "homo_ev": [-6.893, -16.284], "total_energy_ev": -17920.1992, "total_charge": 1, "lumo_ev": [-3.2, -3.6], "spin_multiplicity": 2, "s2": 0.750}

***

Entry 4:
{"formula": "H12NO4", "method": "ωB97M-V with the def2-TZVPD basis set", "species": ["N", "H", "H", "H", "H", "H", "H", "O", "H", "H", "O", "H", "H", "O", "H", "H", "O"], "coordinates": [[0.1344, 0.6841, 0.6614], [0.1660, 0.3013, -0.3019], [0.0783, -0.0294, 1.4002], [0.9908, 1.2114, 0.8564], [-0.7341, 1.2024, 0.8074], [-2.2690, -1.0437, -4.5443], [-2.9488, 0.2773, -4.2866], [-2.5065, -0.4435, -3.8179], [0.3074, -1.3944, 3.6761], [0.0275, -1.9724, 2.2435], [0.3023, -1.1882, 2.7323], [3.4683, 1.5171, 1.5636], [2.9892, 1.4135, 2.9330], [2.7296, 1.1060, 2.0461], [-1.5716, -0.1419, -1.9510], [-0.3936, -0.9281, -2.4148], [-0.7702, -0.5717, -1.6035]], "atomic_forces_ev_per_a": [[-0.080, 0.153, 0.214], [-0.521, -0.291, 0.140], [0.457, -0.498, 0.058], [-0.154, 0.268, 0.323], [0.400, 0.466, -0.394], [-0.079, 0.067, 0.409], [-0.005, -0.022, 0.215], [0.023, 0.029, -0.660], [-0.081, -0.078, -0.272], [0.054, -0.254, 0.455], [-0.096, 0.112, -0.278], [-0.326, -0.378, -0.350], [-0.632, -0.406, -0.021], [0.882, 0.869, 0.177], [0.105, -0.276, 0.012], [0.138, -0.124, 0.038], [-0.085, 0.363, -0.066]], "de_lowest_kcal_mol": 12.9, "homo_ev": -15.012, "total_energy_ev": -9869.4972, "total_charge": 1, "lumo_ev": -2.9}

***

Entry 5:
{"formula": "H12Na4O7", "method": "ωB97M-V with the def2-TZVPD basis set", "species": ["Na", "Na", "Na", "Na", "O", "H", "O", "H", "O", "H", "H", "O", "H", "H", "O", "H", "H", "O", "H", "H", "O", "H", "H"], "coordinates": [[2.4026, 1.6452, -3.0975], [-3.6047, 0.0156, 1.0292], [3.7608, -3.1738, 0.1457], [-0.6619, -3.3890, -2.4751], [-0.4916, 0.6793, -5.1945], [-0.3558, 0.8897, -4.2502], [-0.0072, -1.4115, 0.6249], [0.0374, -0.5213, 0.2247], [-0.8224, -4.6608, 3.7411], [-0.5234, -4.0267, 3.0894], [-1.7671, -4.7226, 3.6001], [4.4872, 0.9498, 1.0506], [4.1984, 0.7886, 1.9489], [5.3799, 1.2830, 1.1417], [-3.5004, -0.1758, -2.9260], [-4.3419, 0.1736, -3.2193], [-2.8606, 0.2003, -3.5306], [-1.3055, 4.2681, -1.1412], [-1.5900, 5.0859, -1.5493], [-1.1416, 4.5003, -0.2272], [1.0326, 0.4114, 4.0188], [0.8432, -0.1176, 3.2440], [0.8319, 1.3085, 3.7519]], "atomic_forces_ev_per_a": [[-0.567, 0.071, -0.594], [0.337, -0.105, -0.185], [-0.153, 0.201, 0.322], [-0.235, 0.541, 0.109], [0.782, -0.280, 1.299], [-0.373, 0.118, -0.182], [-0.066, 0.196, -0.744], [0.073, -0.557, 0.209], [0.177, -0.117, 0.006], [0.093, 0.279, -0.129], [-0.259, -0.101, 0.078], [-0.171, -0.346, -0.426], [-0.182, 0.068, 0.347], [0.296, 0.175, 0.030], [-0.082, -0.291, 0.748], [-0.229, 0.045, -0.202], [0.529, 0.215, -0.543], [0.113, -0.425, 0.026], [-0.114, 0.233, -0.214], [0.049, 0.157, 0.226], [0.161, -0.025, 0.131], [-0.155, -0.324, -0.357], [-0.023, 0.271, 0.044]], "de_lowest_kcal_mol": 125.1, "homo_ev": -11.084, "total_energy_ev": -32175.4417, "total_charge": 2, "lumo_ev": -7.4}

***

Entry 6:
{"formula": "H12NaO6", "method": "ωB97M-V with the def2-TZVPD basis set", "species": ["Na", "O", "H", "H", "O", "H", "H", "O", "H", "H", "O", "H", "H", "O", "H", "H", "O", "H", "H"], "coordinates": [[-0.1437, -14.6278, 2.0376], [-1.9392, -14.6055, 3.8537], [-2.3961, -13.8802, 3.4279], [-2.1382, -14.5013, 4.7842], [-0.1554, -12.2564, 2.9542], [-0.4155, -11.6009, 3.6014], [0.0136, -11.7532, 2.1576], [2.0655, -14.2698, 0.2113], [2.9496, -14.2674, 0.5782], [2.0407, -15.0447, -0.3500], [1.5794, -15.2956, 3.4607], [2.5026, -15.1710, 3.6806], [1.2907, -16.0075, 4.0318], [-2.3110, -14.0562, 0.8227], [-2.2439, -13.5114, 0.0386], [-3.2442, -14.2554, 0.8975], [-0.7313, -16.8198, 0.9398], [-1.2288, -16.7124, 0.1291], [-0.2986, -17.6684, 0.8451]], "atomic_forces_ev_per_a": [[-0.096, -0.310, -0.281], [0.727, -0.206, -0.558], [-0.560, 0.596, -0.525], [-0.119, -0.153, 0.986], [0.061, -1.071, -0.058], [-0.137, 0.449, 0.660], [0.070, 0.524, -0.643], [-0.794, 0.206, 0.560], [0.663, 0.171, 0.153], [-0.012, -0.458, -0.559], [-0.527, 0.295, -0.433], [0.580, 0.222, 0.122], [-0.126, -0.546, 0.395], [0.636, -0.059, 0.477], [-0.037, 0.295, -0.375], [-0.436, -0.211, -0.011], [0.286, 0.670, 0.334], [-0.372, 0.024, -0.311], [0.191, -0.439, 0.070]], "de_lowest_kcal_mol": 5.7, "homo_ev": [-19.337, -18.600], "total_energy_ev": -16877.9140, "total_charge": 2, "lumo_ev": [-6.8, -15.4], "spin_multiplicity": 2, "s2": 0.756}